Entry from OMol25: a structure of composition C32H51Cl2PV at a distorted geometry (ωB97M-V/def2-TZVPD).

```
87
Properties=species:S:1:pos:R:3:lowdin_spin:R:1
C 0.37 -3.89 2.29 0.133
H 1.20 -2.08 -2.49 0.000
C 1.20 0.34 -0.56 0.000
P -0.58 0.04 -1.05 0.000
H -2.87 0.79 -2.78 0.000
H -0.96 -0.53 1.30 0.000
H -2.68 -3.19 3.38 0.000
H 0.83 -2.49 -5.22 0.000
H -4.07 2.62 -0.66 0.000
H -0.29 -4.60 1.74 0.017
H -2.61 0.17 0.79 0.000
H -0.68 2.34 -3.01 0.000
H 1.32 -0.50 1.46 0.003
C 1.41 -3.57 1.29 0.684
H -3.74 4.55 -2.05 0.000
H 1.55 -1.71 0.25 0.011
H 2.00 2.29 1.85 -0.002
C -0.22 -3.33 -3.48 0.002
H -4.76 2.21 -2.22 0.000
H 4.21 -1.05 -1.37 0.000
C -0.84 2.65 -1.97 0.000
C -0.62 -2.67 3.00 0.006
C -0.97 -1.35 -4.97 0.000
H 0.16 2.82 -1.53 0.000
H 1.08 -4.12 3.23 0.049
H -3.42 0.39 -1.16 0.000
H 3.89 -1.26 1.00 0.003
H -3.94 -2.50 1.35 0.000
H 0.50 -4.17 -3.52 0.001
C 1.84 -0.67 0.46 0.009
V 2.63 0.26 2.59 0.995
H 3.47 1.92 -1.08 -0.001
C 2.00 0.55 -1.85 0.000
C -3.14 3.66 -2.31 0.000
H 1.51 1.30 -2.50 0.000
H 3.58 2.93 6.44 0.000
H -1.21 0.49 -3.88 0.000
H -0.63 -3.35 -5.64 0.000
H -2.04 -1.52 -4.97 0.000
C -1.79 -0.65 0.41 0.001
C -0.76 -1.13 -2.48 0.001
Cl 2.32 -1.39 4.00 0.036
C -0.19 -2.67 -4.89 0.000
H -0.70 3.39 6.50 0.000
C 3.37 -0.42 0.55 -0.009
C -3.82 2.43 -1.70 0.000
H -0.83 2.54 4.15 0.000
H 1.12 1.31 -0.01 0.000
H 1.99 -0.40 -2.42 0.000
H 1.50 3.61 7.65 0.000
H -2.37 -1.45 2.93 0.001
C 4.13 -0.13 -0.78 -0.005
C 0.14 2.68 4.65 -0.001
H -1.68 1.90 -0.16 0.000
H 5.15 0.18 -0.57 0.000
H 3.56 0.53 1.16 -0.013
H 1.90 -4.54 0.68 0.044
C 0.16 -2.38 -2.34 0.012
C 0.22 3.11 5.96 0.001
C -2.95 1.18 -1.76 0.000
H -1.69 4.20 -0.80 0.000
C 1.29 1.84 2.58 0.004
C 2.54 2.39 4.65 -0.004
H 0.45 -0.07 -3.95 0.000
C -1.56 1.54 -1.20 0.000
H -3.15 3.57 -3.40 0.000
H -0.11 -1.62 3.01 0.000
C 1.44 3.23 6.60 -0.002
Cl 4.00 1.63 3.96 -0.003
H -1.22 4.69 -2.43 0.000
H -0.73 -0.83 -5.92 0.000
C -2.13 -2.52 2.66 0.001
H -2.02 -2.46 -0.85 0.000
C -2.79 -2.79 1.22 0.000
C 2.63 2.87 5.98 0.001
C -2.37 -1.81 0.01 0.004
C -1.69 3.89 -1.85 0.000
H 3.93 1.09 -2.56 0.000
C 3.43 0.95 -1.59 -0.001
H -1.81 -1.45 -2.44 0.000
H 0.27 1.78 2.12 0.003
C 1.32 2.34 3.93 0.000
H 0.16 -2.78 -1.29 0.019
C -0.58 -0.41 -3.83 0.000
H -1.21 -3.76 -3.33 0.000
H -2.68 -3.90 0.98 0.000
H -0.68 -3.11 4.04 0.000
```

Calculated values
E_HOMO (spin up / spin down) in eV: -1.360 / -1.675
LUMO level (spin up / spin down) in eV: 2.15 / 2.15
Energy relative to the best compared isomer or geometry (same formula, charge and spin) in eV: 10.783
Spin multiplicity: 3
Kohn-Sham gap (spin up / spin down) in eV: 3.51 / 3.83
Net charge: -1
Largest force on an atom in Eh/bohr: 0.13063
<S²>: 2.439